Record 1
A structure of composition C60H50HfNO2P2SSe in a non-equilibrium geometry, computed with the ωB97M-V functional and the def2-TZVPD basis.

Summary:
ΔE to the lowest compared entry with this formula, charge and spin: 10.4 kcal/mol
net charge: +3
maximum force: 10.4 eV/A

Geometry (Å):
Hf (-0.86, -0.93, 0.15)
C (-1.68, -4.17, -2.96)
C (-0.59, -4.89, -2.13)
C (-0.68, -6.39, -2.46)
C (-0.55, -4.62, -0.61)
C (0.22, -5.47, 0.20)
C (0.10, -5.47, 1.60)
C (-0.79, -4.56, 2.21)
C (-0.94, -4.64, 3.73)
C (-1.51, -3.64, 1.40)
C (-1.23, -3.54, 0.00)
H (-1.50, -4.28, -4.05)
H (-1.69, -3.09, -2.74)
H (-2.69, -4.59, -2.72)
H (0.40, -4.51, -2.48)
H (-1.34, -6.85, -1.70)
H (0.30, -6.91, -2.44)
H (-1.11, -6.63, -3.47)
H (0.92, -6.11, -0.31)
H (0.73, -6.10, 2.19)
H (-1.95, -4.32, 4.06)
H (-0.27, -3.91, 4.21)
H (-0.68, -5.65, 4.13)
H (-2.29, -2.99, 1.85)
H (-1.90, -2.96, -0.65)
O (-0.82, 0.24, -1.44)
S (-0.37, 1.57, -0.46)
C (-1.96, 2.47, -0.56)
C (-2.26, 2.96, -1.82)
C (-3.36, 3.79, -2.08)
C (-4.26, 4.06, -1.05)
C (-5.52, 4.92, -0.96)
C (-6.03, 4.67, 0.48)
C (-5.03, 3.76, 1.14)
C (-4.81, 3.40, 2.46)
C (-3.70, 2.62, 2.77)
C (-2.75, 2.21, 1.85)
P (-1.51, 0.94, 2.35)
C (-0.29, 2.00, 3.26)
C (1.03, 1.97, 2.78)
C (2.02, 2.74, 3.36)
C (1.71, 3.65, 4.39)
C (0.43, 3.65, 4.91)
C (-0.58, 2.85, 4.33)
C (-2.37, 0.01, 3.63)
C (-1.71, -0.42, 4.78)
C (-2.35, -1.35, 5.61)
C (-3.69, -1.73, 5.36)
C (-4.39, -1.19, 4.28)
C (-3.72, -0.35, 3.39)
C (-2.86, 2.70, 0.51)
C (-4.01, 3.48, 0.21)
C (0.80, 2.56, -1.52)
C (0.45, 3.88, -1.44)
C (1.03, 4.88, -2.26)
C (2.08, 4.53, -3.10)
C (2.86, 5.27, -4.12)
C (3.92, 4.29, -4.71)
C (3.64, 3.00, -3.94)
C (4.22, 1.76, -3.96)
C (3.80, 0.78, -3.03)
C (2.63, 0.88, -2.28)
P (2.24, -0.66, -1.33)
C (3.72, -0.94, -0.30)
C (4.77, 0.01, -0.07)
C (5.88, -0.36, 0.69)
C (5.99, -1.67, 1.20)
C (4.93, -2.55, 1.06)
C (3.83, -2.22, 0.29)
C (2.32, -1.82, -2.74)
C (3.14, -2.97, -2.91)
C (3.06, -3.72, -4.07)
C (2.11, -3.43, -5.08)
C (1.28, -2.30, -4.91)
C (1.37, -1.55, -3.74)
C (1.91, 2.11, -2.30)
C (2.53, 3.18, -3.07)
H (-1.58, 2.70, -2.61)
H (-3.47, 4.22, -3.08)
H (-6.25, 4.64, -1.74)
H (-5.26, 5.96, -1.08)
H (-7.01, 4.20, 0.46)
H (-6.10, 5.61, 1.08)
H (-5.54, 3.60, 3.23)
H (-3.60, 2.29, 3.81)
H (1.28, 1.24, 2.01)
H (3.04, 2.53, 3.04)
H (2.45, 4.37, 4.72)
H (0.20, 4.30, 5.74)
H (-1.58, 2.91, 4.75)
H (-0.76, 0.02, 5.03)
H (-1.79, -1.76, 6.46)
H (-4.17, -2.41, 6.07)
H (-5.46, -1.41, 4.13)
H (-4.23, 0.05, 2.52)
H (-0.29, 4.19, -0.69)
H (0.64, 5.90, -2.19)
H (3.37, 6.15, -3.74)
H (2.22, 5.64, -4.94)
H (4.94, 4.62, -4.48)
H (3.85, 4.14, -5.80)
H (5.02, 1.48, -4.61)
H (4.41, -0.11, -2.96)
H (4.66, 1.03, -0.43)
H (6.59, 0.41, 0.93)
H (6.90, -1.98, 1.67)
H (4.99, -3.50, 1.57)
H (3.01, -2.93, 0.13)
H (3.92, -3.17, -2.22)
H (3.68, -4.62, -4.17)
H (2.05, -4.13, -5.94)
H (0.52, -2.05, -5.65)
H (0.68, -0.70, -3.63)
Se (0.68, -1.40, 2.48)
C (2.18, -0.76, 3.32)
N (3.18, -0.28, 3.79)
O (-4.16, -1.41, 0.07)
C (-3.05, -0.97, 0.10)

***

Record 2
A cluster of 12 separate species, C5H35N2O12 in total in a non-equilibrium geometry, computed with the ωB97M-V functional and the def2-TZVPD basis.

Summary:
ΔE to the lowest compared entry with this formula, charge and spin: 79.1 kcal/mol
net charge: -1
maximum force: 3.7 eV/A

Geometry (Å):
C (1.98, 1.35, -1.38)
C (0.91, 0.24, -1.08)
C (1.74, -1.01, -0.83)
C (0.89, -2.28, -0.80)
N (0.40, -2.64, 0.52)
N (0.17, 0.74, 0.09)
C (-0.67, 1.93, -0.20)
O (-1.62, 1.70, -1.16)
H (1.67, 1.93, -2.26)
H (2.99, 0.98, -1.50)
H (2.06, 2.06, -0.56)
H (0.30, 0.19, -1.99)
H (2.54, -1.03, -1.57)
H (2.46, -0.99, 0.01)
H (1.52, -3.09, -1.23)
H (0.15, -2.15, -1.58)
H (0.79, -2.18, 1.33)
H (-0.60, -2.64, 0.52)
H (-0.17, -0.13, 0.48)
H (0.01, 2.70, -0.61)
H (-1.07, 2.41, 0.70)
H (-2.65, 0.39, 2.78)
H (-2.99, 0.77, 1.29)
O (-2.33, 0.75, 1.96)
H (-1.98, -2.61, -2.09)
H (-1.61, -1.43, -2.87)
O (-1.47, -2.39, -2.88)
H (1.21, -1.63, -4.06)
H (2.24, -0.53, -3.67)
O (2.12, -1.35, -4.16)
H (1.08, 1.92, 1.54)
H (2.22, 2.68, 2.24)
O (1.32, 2.78, 1.92)
H (-2.56, -1.25, 0.37)
H (-2.11, -1.67, 1.85)
O (-2.82, -1.69, 1.21)
H (-0.34, -0.25, 3.39)
H (0.03, 0.16, 2.04)
O (0.46, -0.19, 2.85)
H (2.59, -0.07, 2.00)
H (4.12, -0.34, 2.36)
O (3.51, 0.06, 1.75)
H (-3.53, 3.30, -0.83)
H (-3.57, 1.88, -0.22)
O (-3.91, 2.75, -0.14)
H (3.63, -3.16, -0.58)
H (2.81, -3.01, 0.73)
O (3.68, -2.89, 0.33)
H (-2.88, 3.26, 1.98)
H (-1.79, 2.90, 3.02)
O (-2.70, 3.18, 2.93)
H (-1.99, 0.43, -1.32)
H (-3.60, -0.31, -1.33)
O (-2.66, -0.50, -1.31)

***

Record 3
An isolated molecule of C4H4N2O in a non-equilibrium geometry, computed with the ωB97M-V functional and the def2-TZVPD basis.

Summary:
ΔE to the lowest compared entry with this formula, charge and spin: 125.0 kcal/mol
multiplicity: 3
⟨S²⟩: 2.017
net charge: 0
maximum force: 3.8 eV/A

Geometry (Å):
C (0.56, -0.95, 0.34)
C (1.40, 0.07, 0.46)
C (1.09, 1.46, 0.29)
C (-0.98, 0.65, -0.05)
N (-0.84, -0.59, 0.27)
N (2.34, 0.95, -0.07)
O (-2.22, 1.20, 0.14)
H (0.88, -2.03, 0.43)
H (-1.52, -1.32, 0.30)
H (2.87, 0.92, -0.92)
H (-2.13, 2.11, 0.43)

***

Record 4
The ion C4H6IN2 with charge +1 in a non-equilibrium geometry, computed with the ωB97M-V functional and the def2-TZVPD basis.

Summary:
ΔE to the lowest compared entry with this formula, charge and spin: 107.8 kcal/mol
structure (SMILES): C[N+]1=C[C@@H]1/C=N/I
net charge: +1
maximum force: 4.6 eV/A

Geometry (Å):
C (1.28, -0.41, 0.52)
C (1.39, -1.86, 0.91)
C (1.15, 0.18, -0.80)
C (-1.19, 0.78, -0.02)
N (0.05, 0.14, -0.17)
N (1.42, -2.07, 2.16)
I (1.47, -3.93, 2.95)
H (1.71, 0.43, 1.22)
H (1.36, -2.55, -0.01)
H (1.67, 0.55, -1.70)
H (-1.97, 0.60, -0.89)
H (-1.75, 0.27, 0.70)
H (-1.12, 1.76, 0.29)

***

Record 5
An isolated molecule of C4H9NO2 in a non-equilibrium geometry, computed with the ωB97M-V functional and the def2-TZVPD basis.

Summary:
ΔE to the lowest compared entry with this formula, charge and spin: 56.4 kcal/mol
structure (SMILES): [H]/N=C(/O)CCCO
net charge: 0
maximum force: 4.8 eV/A

Geometry (Å):
O (-2.95, 0.54, 0.03)
C (-1.89, -0.39, 0.08)
C (-0.58, 0.38, 0.06)
C (0.62, -0.56, 0.11)
C (1.96, 0.12, 0.26)
N (2.31, 1.23, -0.30)
H (-3.79, 0.06, 0.04)
H (-1.95, -1.00, 1.00)
H (-1.93, -1.07, -0.78)
H (-0.54, 0.99, -0.85)
H (-0.56, 1.07, 0.92)
H (0.55, -1.27, 0.94)
H (0.66, -1.17, -0.80)
O (2.98, -0.73, 0.18)
H (1.53, 1.88, -0.38)
H (3.58, -0.08, -0.51)

***

Record 6
An isolated molecule of C4H8N2, computed with the ωB97M-V functional and the def2-TZVPD basis.

Summary:
ΔE to the lowest compared entry with this formula, charge and spin: 54.6 kcal/mol
structure (SMILES): C1N[C@H]1[C@H]1CN1
net charge: 0
maximum force: 0.8 eV/A

Geometry (Å):
C (1.66, 0.20, -0.86)
N (2.03, -0.39, 0.41)
C (0.67, -0.60, -0.07)
C (-0.52, 0.15, 0.47)
C (-1.80, 0.19, -0.30)
N (-1.67, -0.65, 0.90)
H (2.19, -0.23, -1.70)
H (1.44, 1.27, -0.97)
H (2.22, 0.19, 1.19)
H (0.48, -1.64, -0.31)
H (-0.25, 1.03, 1.05)
H (-1.89, -0.37, -1.24)
H (-2.41, 1.09, -0.25)
H (-2.15, -0.22, 1.69)

***

Record 7
A cluster of 2 separate species, C4H4F2NO6P in total in a non-equilibrium geometry, computed with the ωB97M-V functional and the def2-TZVPD basis.

Summary:
ΔE to the lowest compared entry with this formula, charge and spin: 71.6 kcal/mol
net charge: -2
maximum force: 5.5 eV/A

Geometry (Å):
C (0.47, -1.89, 0.44)
C (-0.83, 3.10, 1.11)
C (0.29, -3.07, 1.06)
C (-1.55, 2.02, 0.42)
N (0.99, -0.72, 1.17)
O (-2.12, 3.13, 1.16)
O (-2.83, 1.25, -1.99)
O (-1.13, 3.16, -1.91)
O (0.02, -1.77, -0.75)
O (0.08, 3.68, 1.47)
O (-0.40, 0.71, -1.57)
F (-0.01, -4.24, 0.39)
F (0.89, -3.49, 2.27)
P (-1.60, 1.81, -1.41)
H (-1.66, 1.08, 1.01)
H (0.66, -0.51, 2.17)
H (-0.56, -0.18, -1.45)
H (0.65, 0.05, 0.61)

***

Record 8
A structure of composition C2HI3 in a non-equilibrium geometry, computed with the ωB97M-V functional and the def2-TZVPD basis.

Summary:
ΔE to the lowest compared entry with this formula, charge and spin: 0.0 kcal/mol
net charge: 0
maximum force: 2.7 eV/A

Geometry (Å):
C (0.80, -0.61, 0.05)
C (0.76, -1.80, 0.61)
I (2.25, -0.09, -1.46)
I (-0.86, -2.07, 2.03)
I (2.29, -3.24, 0.58)
H (0.10, 0.32, 0.22)

***

Record 9
A cluster of 2 separate species, C5H5N3O2 in total in a non-equilibrium geometry, computed with the ωB97M-V functional and the def2-TZVPD basis.

Summary:
ΔE to the lowest compared entry with this formula, charge and spin: 128.9 kcal/mol
net charge: 0
maximum force: 5.9 eV/A

Geometry (Å):
C (-0.42, -0.54, 1.75)
C (-1.43, 0.30, 1.31)
C (0.52, -0.68, 0.79)
C (-1.13, 0.65, 0.07)
C (0.87, 0.09, -1.43)
N (2.28, 0.33, -1.46)
N (1.54, 1.16, -2.05)
N (0.14, 0.07, -0.26)
O (1.64, -1.43, 0.83)
O (-1.73, 1.41, -0.84)
H (-0.19, -1.03, 2.70)
H (-2.36, 0.51, 1.90)
H (0.69, -1.12, -2.60)
H (2.24, -0.89, 0.27)
H (-2.67, 1.17, -0.99)